DFT (ωB97M-V with the def2-TZVPD basis set) results for a molecular structure, C47H74N6PbSSi2.

Values from the calculation:
- LUMO energy (spin up / spin down) (eV) = -0.956 / -0.207
- gap between HOMO and LUMO (spin up / spin down) (eV) = 5.57 / 6.87
- HOMO energy (spin up / spin down) (hartree) = -0.23995 / -0.25994
- relative energy (zero: lowest compared OMol25 entry of this formula, charge and spin) (kcal/mol) = 0.0
- max |F| (eV Å⁻¹) = 2.85

Positions of all 131 atoms, in Å:
Pb 0.012 -0.652 -0.039
C 3.738 0.094 0.405
C 3.871 -1.267 -0.025
C 3.827 -2.086 1.170
C 3.590 -1.213 2.233
C 3.568 0.119 1.784
C 3.597 1.305 2.720
C 3.999 2.588 2.002
C 2.205 1.506 3.345
C 4.617 0.968 3.818
C 3.995 -3.583 1.400
C 4.086 -3.866 2.928
C 5.312 -4.059 0.785
C 2.684 -4.226 0.915
C 4.249 -1.488 -1.492
C 3.744 -2.817 -2.107
C 5.775 -1.325 -1.625
C 3.605 -0.423 -2.375
H 3.704 0.955 -0.227
H 3.440 -1.548 3.251
H 3.207 2.943 1.294
H 4.881 2.375 1.358
H 4.163 3.388 2.778
H 1.489 1.859 2.589
H 2.251 2.205 4.193
H 1.884 0.503 3.703
H 5.561 0.626 3.393
H 4.220 0.196 4.493
H 4.809 1.824 4.489
H 4.903 -3.319 3.447
H 4.204 -4.946 3.081
H 3.139 -3.628 3.476
H 6.152 -3.499 1.226
H 5.311 -3.937 -0.298
H 5.491 -5.139 1.018
H 1.816 -3.700 1.269
H 2.507 -5.264 1.292
H 2.647 -4.259 -0.194
H 4.128 -3.732 -1.602
H 4.085 -2.880 -3.164
H 2.620 -2.862 -2.053
H 6.279 -2.124 -1.072
H 6.164 -0.363 -1.276
H 6.094 -1.473 -2.654
H 2.537 -0.370 -2.178
H 3.733 -0.689 -3.423
H 4.062 0.585 -2.197
C -4.370 -2.205 -5.749
Si -2.645 -1.793 -5.130
C -1.724 -0.528 -6.200
C -1.514 -3.286 -4.983
C -2.867 -0.986 -3.383
C -3.918 -0.088 -3.188
C -4.029 0.751 -2.078
C -3.019 0.688 -1.169
N -1.994 -0.190 -1.304
C -1.902 -1.089 -2.325
S -0.500 -2.199 -2.249
H -4.288 -2.773 -6.687
H -5.042 -1.366 -5.839
H -4.839 -2.892 -5.045
H -1.603 -0.839 -7.251
H -0.726 -0.321 -5.816
H -2.290 0.404 -6.184
H -1.512 -3.840 -5.912
H -1.867 -4.002 -4.226
H -0.508 -2.978 -4.714
H -4.729 -0.055 -3.940
H -4.803 1.484 -1.973
H -3.020 1.295 -0.261
C -3.381 2.041 5.319
Si -3.246 1.414 3.535
C -4.502 0.057 3.035
C -3.516 3.025 2.554
C -2.691 4.170 2.898
C -2.869 5.378 2.272
C -3.817 5.575 1.250
C -4.482 4.465 0.815
C -4.370 3.222 1.459
H -4.109 2.875 5.463
H -2.399 2.400 5.647
H -3.656 1.226 5.996
H -5.560 0.434 3.139
H -4.361 -0.784 3.746
H -4.264 -0.375 2.031
H -1.914 4.140 3.663
H -2.255 6.186 2.615
H -3.978 6.545 0.851
H -5.140 4.492 -0.052
H -4.945 2.396 1.081
C -0.071 5.425 -4.235
C 0.919 5.970 -3.153
C 2.418 5.726 -3.477
C 0.513 5.749 -1.684
N 0.633 4.311 -1.197
C 0.253 3.081 -1.656
N 0.340 2.193 -0.634
N 0.646 2.916 0.469
N 0.809 4.200 0.153
H 0.123 5.877 -5.237
H -1.088 5.698 -3.963
H -0.009 4.340 -4.290
H 0.770 7.100 -3.291
H 2.559 4.627 -3.676
H 3.039 5.978 -2.565
H 2.742 6.278 -4.376
H -0.489 6.109 -1.474
H 1.216 6.316 -1.037
H -0.064 2.789 -2.661
C -4.318 -2.976 0.284
N -3.551 -3.997 0.971
C -4.138 -5.286 1.140
C -2.108 -3.819 0.953
C -1.626 -2.956 2.079
C -1.935 -3.394 3.390
C -1.685 -2.583 4.494
C -1.150 -1.333 4.308
C -0.834 -0.910 2.990
C -0.966 -1.752 1.879
H -4.052 -2.832 -0.793
H -4.186 -1.998 0.793
H -5.384 -3.272 0.310
H -5.238 -5.202 0.989
H -3.941 -5.640 2.177
H -3.678 -6.078 0.502
H -1.758 -3.342 0.015
H -1.662 -4.800 1.050
H -2.394 -4.358 3.475
H -1.940 -2.996 5.459
H -0.980 -0.639 5.111
H -0.527 0.098 2.847

Atomic forces in eV per Å
0.320 -0.649 0.644
-0.445 -0.527 0.387
0.456 1.783 -0.829
-0.175 0.303 2.078
0.083 -2.819 -0.385
0.309 1.638 -0.886
-0.327 0.155 -0.107
-0.035 0.527 -0.532
-0.059 -0.944 0.124
-0.211 0.175 0.749
-0.501 0.660 1.033
-0.520 0.039 0.503
-0.025 -1.033 0.145
0.337 -1.608 -0.922
-0.286 -0.376 -0.071
-0.033 -0.731 0.279
0.349 -0.905 0.226
0.207 1.140 0.263
0.131 0.238 -0.209
0.118 0.224 -0.136
0.482 -0.318 0.717
-0.166 0.524 0.691
0.118 -0.650 -0.986
0.188 -0.050 0.304
-0.054 -0.151 -0.245
-0.143 0.699 0.051
0.044 0.014 0.052
0.172 -0.017 -0.334
-0.039 -0.065 -0.469
-0.373 -0.387 -0.495
0.253 0.181 -0.099
0.607 0.016 -0.580
-0.286 -0.066 -0.216
0.266 -0.050 0.230
-0.199 0.743 -0.243
-0.270 0.646 0.181
0.562 0.507 -0.329
-0.129 -0.023 0.666
-0.327 0.767 -0.421
-0.391 0.078 0.583
1.030 0.094 -0.238
0.051 0.205 0.136
-0.342 -0.104 0.033
-0.141 0.143 -0.310
-0.176 0.133 -0.019
0.126 0.068 -0.067
-0.446 -0.813 -0.285
0.508 -0.763 0.014
0.593 0.090 0.865
-0.451 -0.125 -0.181
-0.863 -0.347 0.128
0.352 -0.154 -0.172
-0.437 -0.398 -0.671
0.273 -0.174 -0.435
0.939 -0.701 0.498
-0.271 -0.510 0.263
-0.060 0.986 -0.186
-1.017 0.908 0.346
-0.169 0.390 0.008
-0.111 0.350 -0.330
0.047 -0.056 0.175
-0.162 0.000 0.343
0.024 -0.065 0.191
0.039 0.156 -0.129
0.150 -0.069 -0.480
0.136 0.302 -0.055
0.008 -0.042 -0.154
0.610 0.093 0.337
-0.431 0.065 0.044
0.209 -0.031 -0.273
-0.174 -0.038 0.372
-0.819 0.599 -0.430
0.062 -0.007 0.345
1.067 0.985 -0.180
-0.898 -1.137 -0.280
-0.336 0.298 -0.111
1.031 -0.758 0.995
-0.916 -0.905 -0.504
0.810 0.229 0.499
0.432 -0.594 -0.302
-0.136 0.020 -0.006
0.031 0.076 -0.031
0.967 -0.443 -0.374
-0.144 0.387 -0.308
-0.436 0.592 0.697
-0.289 -0.358 -0.078
0.146 0.488 -0.012
-0.063 0.620 -0.488
-0.027 0.267 0.189
-0.275 -0.273 -0.078
0.692 0.224 0.375
-0.476 2.211 -1.114
-0.221 -1.229 0.942
1.213 -0.888 -0.334
-1.152 -0.180 0.900
0.652 -0.466 1.315
-0.472 2.443 -0.992
0.281 2.003 -1.512
-0.037 -2.279 -0.376
0.080 -0.468 0.799
-0.139 -0.033 0.046
-0.032 -0.079 -0.300
0.266 -1.237 0.567
0.083 0.956 0.150
-0.487 -0.107 -1.214
-0.146 -0.175 0.560
-0.200 -0.199 -0.069
-0.466 -0.497 -0.321
0.350 0.416 0.463
-0.093 0.002 -0.075
-0.216 1.136 -0.441
0.308 -0.703 0.520
-0.192 0.074 -0.450
-0.131 -0.441 1.293
0.415 1.005 -1.025
-0.248 -1.138 -0.195
0.286 0.891 -1.419
-0.213 -1.340 0.925
-0.519 0.935 -0.501
0.058 -0.137 0.456
-0.170 -0.450 -0.348
0.475 0.413 0.076
0.862 -0.353 0.067
-0.393 0.054 -0.390
-0.521 0.359 -0.084
-0.243 -0.474 0.135
0.271 -0.384 -0.184
-0.250 -0.346 0.336
0.084 0.270 0.280
-0.042 0.087 0.378
0.627 0.759 0.032